Entry from the OMol25 dataset: the ion C2H11N3P with charge +1 (ωB97M-V/def2-TZVPD).

Positions of all 17 atoms, in Å:
P1 -0.319 -0.562 -0.710
N1 -2.533 0.079 0.532
N2 1.955 0.794 -0.884
N3 1.560 -0.131 1.258
C1 1.449 0.007 -0.015
C2 -1.233 0.562 0.475
H1 -3.103 0.392 -0.191
H2 -0.687 0.327 1.424
H3 2.440 0.132 1.664
H4 -2.746 -0.855 0.712
H5 2.911 1.031 -0.645
H6 -1.322 -1.075 -1.493
H7 -1.256 1.595 0.211
H8 1.634 0.743 -1.854
H9 0.244 -0.358 -2.043
H10 0.019 -1.914 -0.244
H11 0.987 -0.768 1.804

Computed properties:
Kohn-Sham gap = 9.58 eV
SMILES = NC[PH3]C(N)=[NH2+]
ΔE to the lowest compared entry with this formula, charge and spin = 2.712 eV
energy = -16001.9853 eV
charge = +1

These are the Löwdin partial charges, in e, on atoms 1 to 4: 0.82, -0.03, 0.15, 0.16


Entry from the OMol25 dataset: a cluster of 10 separate species, CH23O13P in total (ωB97M-V/def2-TZVPD).

Positions of all 38 atoms, in Å:
P1 -1.292 1.385 -1.828
O1 -0.984 3.094 1.401
O2 -1.801 0.177 -2.593
O3 -3.173 0.056 0.550
O4 1.746 -1.295 -1.596
O5 2.093 0.818 2.959
O6 -0.880 -2.036 -2.042
O7 -1.595 0.580 3.440
O8 0.213 -1.675 1.831
O9 -1.165 1.138 -0.299
O10 -2.500 2.267 -2.173
O11 1.029 0.681 0.551
O12 1.984 0.794 -3.126
O13 -0.028 1.947 -2.502
C1 2.424 -2.245 -0.869
H1 -1.141 -1.178 -2.385
H2 -2.388 0.526 0.260
H3 2.820 -3.054 -1.482
H4 -2.918 -0.866 0.624
H5 3.369 -1.984 -0.393
H6 -1.776 3.616 1.529
H7 1.905 -0.026 -2.633
H8 0.069 -1.992 -1.905
H9 0.599 -2.349 2.389
H10 -0.753 0.162 3.259
H11 3.031 0.978 2.852
H12 1.808 -2.698 -0.092
H13 -1.304 -2.234 -1.203
H14 -3.854 0.096 -0.126
H15 1.198 0.726 1.495
H16 0.132 0.973 0.372
H17 -0.431 -2.143 1.299
H18 2.794 1.265 -2.914
H19 1.129 -0.220 0.236
H20 1.206 1.289 -2.859
H21 -1.232 2.437 0.751
H22 1.899 1.119 3.847
H23 -2.234 -0.131 3.375

Computed properties:
Kohn-Sham gap (alpha / beta) = 7.15 / 6.74 eV
<S²> = 0.7563
energy = -37307.8811 eV
charge = +1
spin multiplicity = 2

These are the Löwdin partial charges, in e, on atoms 1 to 4: 0.11, -0.05, -0.24, 0.33


Entry from the OMol25 dataset: a cluster of 2 separate species, CHClFNO in total (ωB97M-V/def2-TZVPD).

Positions of all 6 atoms, in Å:
Cl1 0.888 -0.466 2.013
F1 1.257 -0.438 -0.509
O1 -1.128 1.240 -1.633
N1 -0.753 1.694 -0.606
C1 0.309 -0.630 0.465
H1 -0.572 -1.399 0.270

Computed properties:
Kohn-Sham gap (alpha / beta) = 5.87 / 5.85 eV
ΔE to the lowest compared entry with this formula, charge and spin = 4.830 eV
energy = -19824.9000 eV
charge = 0

These are the Löwdin partial charges, in e, on atoms 1 to 4: 0.67, -0.11, -0.06, 0.09


Entry from the OMol25 dataset: a structure of composition C19H34BrF2NNbO8 (ωB97M-V/def2-TZVPD).

Positions of all 66 atoms, in Å:
Nb1 -1.859 -1.083 0.590
Br1 -2.288 -3.679 0.926
F1 7.299 -1.818 -2.535
F2 -4.839 3.973 -4.096
O1 8.372 0.014 -3.276
O2 -2.773 4.092 -3.218
O3 5.683 -0.873 1.130
O4 -2.332 1.887 -3.033
O5 8.784 2.209 -3.625
O6 3.874 0.018 -0.205
O7 7.376 1.565 -1.980
O8 -0.900 3.401 -2.158
N1 -3.790 -0.720 -0.259
C1 1.996 1.418 0.673
C2 3.640 -2.183 1.301
C3 -6.505 -2.033 2.279
C4 4.463 -0.956 0.702
C5 -5.022 -1.500 1.897
C6 0.017 1.284 2.509
C7 3.610 -3.462 0.692
C8 -3.602 3.416 -4.138
C9 -1.276 1.062 0.135
C10 -6.333 -3.328 3.203
C11 6.828 0.299 -1.620
C12 1.452 0.771 2.027
C13 -1.906 3.149 -2.744
C14 -0.886 1.972 1.393
C15 8.228 1.344 -3.018
C16 3.606 1.274 0.547
C17 7.862 -0.651 -2.137
C18 -4.881 -1.567 0.295
C19 -3.623 2.015 -3.612
H1 -0.157 -1.380 1.146
H2 -5.870 -1.120 -0.104
H3 1.777 2.523 0.546
H4 -7.100 -1.191 2.761
H5 2.201 1.079 2.849
H6 -4.879 -2.649 -0.102
H7 -5.750 -3.105 4.160
H8 -4.383 1.865 -2.841
H9 -1.278 -1.504 -1.114
H10 -7.342 -3.820 3.440
H11 -3.773 1.277 -4.401
H12 -2.368 -0.660 2.288
H13 -2.211 1.546 -0.333
H14 -0.470 1.170 -0.676
H15 -7.090 -2.363 1.345
H16 -1.828 2.405 1.882
H17 -4.963 -0.401 2.175
H18 3.064 -2.092 2.284
H19 5.859 0.170 -2.110
H20 0.221 2.097 3.301
H21 -3.686 -0.817 -1.277
H22 4.033 2.118 -0.088
H23 1.553 -0.353 1.926
H24 4.116 1.142 1.551
H25 6.678 0.223 -0.546
H26 -0.518 0.453 3.094
H27 1.590 0.772 -0.183
H28 8.677 -0.854 -1.436
H29 -4.291 -2.165 2.448
H30 2.738 -4.152 0.958
H31 -0.302 2.885 1.002
H32 -5.760 -4.108 2.585
H33 4.424 -3.812 -0.028
H34 -3.187 3.512 -5.146

Computed properties:
Kohn-Sham gap = 7.33 eV
energy = -115146.3172 eV
charge = -1

These are the Löwdin partial charges, in e, on atoms 1 to 4: 1.09, -0.21, 0.07, 0.07


Entry from the OMol25 dataset: an isolated molecule of C3H7ClN2O2 (ωB97M-V/def2-TZVPD).

Positions of all 15 atoms, in Å:
Cl1 0.806 -1.806 0.776
O1 2.301 0.241 -1.173
O2 2.295 0.827 0.911
N1 -1.543 -1.148 -0.468
N2 1.777 0.567 -0.148
C1 0.288 0.613 -0.291
C2 -0.167 -0.924 -0.564
C3 -0.503 1.202 0.853
H1 -1.495 0.902 0.612
H2 0.205 -1.347 -1.552
H3 -1.599 -2.026 -0.905
H4 -1.782 -1.236 0.626
H5 0.125 1.234 -1.239
H6 -0.454 2.271 0.796
H7 -0.253 0.631 1.766

Computed properties:
Kohn-Sham gap = 11.08 eV
SMILES = C[C@H]([C@H](N)Cl)[N+](=O)[O-]
ΔE to the lowest compared entry with this formula, charge and spin = 2.365 eV
energy = -22818.8294 eV
charge = 0

These are the Löwdin partial charges, in e, on atoms 1 to 4: 0.59, 0.07, 0.07, -0.01


Entry from the OMol25 dataset: a cluster of 2 separate species, C5H12O in total (ωB97M-V/def2-TZVPD).

Positions of all 18 atoms, in Å:
O1 0.161 2.618 -3.802
C1 -1.718 -0.237 -0.011
C2 0.497 -1.546 -0.187
C3 1.387 0.134 2.271
C4 -0.385 -0.607 0.556
C5 0.022 0.003 1.670
H1 2.031 -0.690 1.962
H2 -1.720 0.842 -0.163
H3 0.600 -1.305 -1.268
H4 -2.166 -0.778 -0.851
H5 -0.731 0.597 2.193
H6 1.368 0.241 3.355
H7 0.237 -2.605 -0.319
H8 1.831 1.066 1.895
H9 -2.540 -0.506 0.674
H10 -0.471 2.010 -3.397
H11 0.065 2.300 -4.710
H12 1.533 -1.538 0.131

Computed properties:
Kohn-Sham gap = 9.39 eV
SMILES = CC=C(C)C.O
ΔE to the lowest compared entry with this formula, charge and spin = 1.305 eV
energy = -7426.0063 eV
charge = 0

These are the Löwdin partial charges, in e, on atoms 1 to 4: -0.06, -0.08, -0.08, -0.10


Entry from the OMol25 dataset: a cluster of 8 separate species, C47H41B2N2O19 in total (ωB97M-V/def2-TZVPD).

Positions of all 111 atoms, in Å:
O1 -4.978 3.530 -3.096
O2 0.696 1.294 -7.352
O3 2.921 -6.083 1.910
O4 3.295 -11.322 2.741
O5 -1.557 -1.553 -3.854
O6 5.738 -0.390 -7.287
O7 1.589 -7.228 -1.579
O8 1.216 -1.989 -2.409
O9 -2.886 0.207 -5.294
O10 -2.449 -13.342 2.471
O11 -1.383 3.981 3.473
O12 -0.174 5.840 -0.911
O13 2.154 10.664 4.506
O14 -3.455 -1.747 -1.156
O15 1.661 -12.638 5.771
O16 0.202 15.573 5.103
O17 -1.919 -0.180 -0.162
O18 -1.009 -1.257 4.304
O19 -0.654 10.748 1.077
N1 -5.282 0.287 -2.546
N2 -4.196 1.091 -2.842
C1 -2.819 -0.582 -1.293
C2 -0.891 2.235 4.977
C3 1.707 -3.736 -0.906
C4 2.708 -8.258 1.029
C5 0.548 8.722 1.047
C6 -0.639 -13.090 5.524
C7 1.802 -5.052 -0.698
C8 -0.796 0.918 5.185
C9 3.729 -0.077 -6.096
C10 -1.298 2.776 3.665
C11 0.800 12.387 3.639
C12 2.705 0.981 -8.543
C13 -0.285 6.969 -0.453
C14 1.301 -3.194 -2.218
C15 -0.150 -12.890 2.718
C16 -1.596 1.806 2.593
C17 -1.671 -13.268 4.694
C18 -1.830 1.230 -5.585
C19 3.508 -9.146 3.622
C20 -0.543 9.619 0.619
C21 0.308 13.620 3.789
C22 -1.496 9.100 -0.382
C23 -1.501 0.489 2.800
C24 -2.867 0.426 -2.581
C25 3.973 0.559 -8.525
C26 4.578 -0.002 -7.301
C27 2.461 0.345 -6.114
C28 -1.503 -13.181 3.230
C29 -1.377 7.866 -0.881
C30 3.006 -7.288 2.102
C31 -3.723 2.990 -0.800
C32 -2.190 3.601 -0.876
C33 1.555 13.850 5.970
C34 0.715 -12.799 5.012
C35 2.803 -9.575 1.237
C36 3.209 -10.116 2.549
C37 1.097 -5.481 -3.082
C38 2.047 12.617 5.820
C39 1.002 -4.164 -3.290
C40 1.856 0.906 -7.338
C41 1.705 11.794 4.644
C42 0.883 -12.712 3.548
C43 -1.095 -0.052 4.112
C44 0.668 7.488 0.548
C45 3.413 -7.830 3.414
C46 0.650 14.443 4.966
C47 1.504 -6.022 -1.770
B1 -2.424 -0.357 -3.976
B2 -4.300 2.483 -2.253
H1 -4.410 3.901 -0.449
H2 2.246 1.395 -9.433
H3 -1.782 1.955 -4.654
H4 -0.042 -12.830 1.641
H5 3.805 -9.560 4.578
H6 -1.862 3.558 -2.015
H7 1.882 -12.498 3.188
H8 0.705 -3.751 -4.246
H9 2.410 -7.845 0.074
H10 3.628 -7.105 4.190
H11 -0.746 -13.150 6.601
H12 1.922 -3.011 -0.129
H13 -3.725 2.119 0.001
H14 -2.670 -13.483 5.054
H15 -5.896 0.300 -3.415
H16 -2.092 4.693 -0.458
H17 -5.848 0.647 -1.744
H18 -0.499 0.505 6.141
H19 2.100 -5.466 0.258
H20 2.588 -10.300 0.461
H21 1.240 9.117 1.782
H22 -0.676 2.959 5.753
H23 -1.716 -0.235 2.024
H24 -2.003 1.794 -6.597
H25 0.883 -6.206 -3.859
H26 -5.712 3.048 -3.594
H27 -0.358 14.069 3.062
H28 -1.894 2.220 1.637
H29 -1.472 2.842 -0.298
H30 2.713 12.168 6.548
H31 -2.290 9.771 -0.686
H32 0.560 11.770 2.782
H33 -0.710 -1.278 -3.372
H34 1.824 0.296 -5.239
H35 -2.068 7.471 -1.616
H36 -0.812 0.620 -5.597
H37 4.610 0.608 -9.400
H38 -2.051 1.270 -2.406
H39 1.462 6.817 0.852
H40 1.796 14.467 6.828
H41 4.188 -0.491 -5.206

Computed properties:
Kohn-Sham gap = 3.95 eV
energy = -92631.0122 eV
charge = -1

These are the Löwdin partial charges, in e, on atoms 1 to 4: 0.00, 0.10, 0.09, 0.06


Entry from the OMol25 dataset: a cluster of 3 separate species, C35H61ClF9N5O7PS3 in total (ωB97M-V/def2-TZVPD).

Positions of all 122 atoms, in Å:
Cl1 3.967 7.496 -3.338
S1 3.619 5.508 -3.428
S2 4.774 -3.893 -6.994
S3 -0.804 0.854 -2.386
P1 3.834 -3.629 -5.319
F1 0.217 3.145 -5.614
F2 -1.177 -0.110 -3.598
F3 -1.030 -0.347 -1.403
F4 0.625 2.936 -3.100
F5 -1.484 3.128 -3.543
F6 0.740 0.420 -2.502
F7 -0.456 1.790 -1.160
F8 -1.359 1.629 -5.665
F9 -2.323 1.241 -2.248
O1 2.433 5.245 -2.676
O2 2.980 -0.360 -8.013
O3 -0.075 0.780 3.782
O4 3.724 5.114 -4.801
O5 6.284 -2.209 -0.263
O6 -6.452 -2.190 5.552
O7 2.270 -1.350 -6.080
N1 7.338 0.684 -3.285
N2 -6.140 -3.231 4.869
N3 2.770 -1.390 -7.631
N4 -1.224 1.323 3.963
N5 5.155 -0.294 -3.440
C1 5.316 -3.533 -2.081
C2 3.928 2.512 -2.222
C3 -4.199 -4.253 3.615
C4 -5.425 -2.266 2.700
C5 -7.355 -3.888 4.284
C6 4.613 3.721 -1.575
C7 -3.452 1.642 2.814
C8 4.611 2.103 -3.551
C9 0.881 0.905 -5.433
C10 -4.961 -2.967 3.979
C11 -0.676 3.712 4.275
C12 -1.409 2.864 2.029
C13 -7.135 -5.390 4.039
C14 -1.924 1.568 2.659
C15 3.199 -0.973 -5.188
C16 5.932 -2.678 -3.222
C17 -1.643 0.385 1.744
C18 -1.159 2.434 4.967
C19 -7.748 -3.167 2.991
C20 -0.176 1.942 -5.092
C21 2.333 1.413 -5.297
C22 -0.175 2.051 6.064
C23 -2.511 2.654 5.668
C24 -6.587 -2.984 2.015
C25 6.241 0.128 -2.516
C26 6.135 -3.517 -0.797
C27 -3.982 -2.084 4.739
C28 5.013 -1.614 -3.766
C29 3.304 0.363 -4.805
C30 -0.446 2.296 -3.590
C31 4.045 -1.952 -4.666
C32 5.016 4.849 -2.527
C33 4.340 0.686 -3.950
C34 -1.444 4.046 2.997
C35 -8.499 -3.788 5.284
H1 -0.213 2.819 6.839
H2 -0.378 2.713 1.693
H3 -2.210 0.503 0.821
H4 2.899 2.784 -2.433
H5 0.722 -0.004 -4.874
H6 -4.570 -2.182 2.024
H7 -3.925 1.476 1.845
H8 0.384 3.596 4.025
H9 -2.474 4.325 3.234
H10 -0.993 4.918 2.519
H11 -4.088 -4.901 4.486
H12 0.846 1.985 5.697
H13 -6.179 -5.644 3.599
H14 -0.589 0.306 1.486
H15 5.201 -4.571 -2.396
H16 3.979 4.136 -0.794
H17 -0.740 4.536 4.987
H18 6.169 -3.324 -4.068
H19 -2.006 3.076 1.139
H20 -5.738 -1.246 2.945
H21 -6.269 -3.951 1.616
H22 4.277 -4.471 -4.299
H23 5.777 4.572 -3.255
H24 -7.210 -5.938 4.979
H25 2.675 1.781 -6.265
H26 5.537 3.402 -1.083
H27 5.650 -4.163 -0.062
H28 7.961 -0.054 -3.597
H29 6.874 -2.259 -2.891
H30 -3.689 -2.540 5.685
H31 -2.669 1.889 6.428
H32 -1.952 -0.552 2.211
H33 0.674 0.645 -6.471
H34 -6.923 -2.394 1.160
H35 4.308 -3.177 -1.845
H36 5.450 -1.959 0.149
H37 7.130 -3.921 -0.977
H38 -3.081 -1.946 4.139
H39 -0.442 1.095 6.512
H40 -7.910 -5.766 3.371
H41 2.445 -3.768 -5.362
H42 -3.199 -3.984 3.272
H43 -3.818 2.604 3.162
H44 5.428 5.678 -1.955
H45 -4.398 -1.102 4.950
H46 -3.371 2.634 5.012
H47 4.281 2.763 -4.352
H48 -8.819 -2.761 5.442
H49 5.841 0.869 -1.832
H50 -4.658 -4.822 2.811
H51 -9.345 -4.356 4.894
H52 6.515 -0.720 -1.909
H53 5.685 2.256 -3.484
H54 2.351 2.276 -4.640
H55 3.931 1.670 -1.530
H56 -8.148 -2.181 3.247
H57 -2.506 3.624 6.167
H58 -3.811 0.864 3.490
H59 -8.214 -4.210 6.247
H60 7.901 1.282 -2.691
H61 -8.561 -3.722 2.520

Computed properties:
Kohn-Sham gap (alpha / beta) = 5.13 / 6.22 eV
<S²> = 2.0082
energy = -137828.4241 eV
charge = +1
spin multiplicity = 3

These are the Löwdin partial charges, in e, on atoms 1 to 4: 0.44, 0.33, 0.20, 0.78